12
Properties=species:S:1:pos:R:3:forces:R:3:lowdin_charge:R:1 method="wB97M-V/def2-TZVPD" multiplicity=1 charge=0 e_above_lowest_kj_mol=406.0 max_force_ha_per_bohr=0.11780 homo_lumo_gap_ev="8.012 / 8.604"
C 0.3576 -0.2939 -0.8059 1.30 -4.72 0.59 -0.3334
C -0.3743 -0.8122 0.5420 4.77 -3.30 1.73 -0.2477
C 0.9027 0.9908 -0.7693 0.05 0.25 0.45 -0.6475
N -1.2471 0.1363 0.9364 -2.86 0.28 -0.98 -0.2146
O -0.7825 1.2700 1.2434 0.08 0.74 0.09 -0.0663
Br 2.4116 1.1854 0.2200 1.22 0.43 0.53 0.7740
H 1.1580 -1.1990 -0.8975 -1.66 2.28 -0.29 0.1596
H -0.4345 -0.4432 -1.4810 -0.69 0.07 -1.59 0.0792
H -0.8284 -1.8682 0.3894 0.58 1.95 0.15 0.1489
H 0.5315 -0.8909 1.3283 -2.13 0.06 -1.51 0.1471
H 0.2998 1.8412 -0.9049 -0.36 1.03 -0.35 0.0375
H -1.9943 0.0837 0.1990 -0.30 0.93 1.18 0.1633